Model 1:
Formula: C21H31BrN4O2
Source: the Open Molecules 2025 dataset
Level of theory: ωB97M-V with the def2-TZVPD basis set

Last column: natural (NBO) charge in e.
Positions of all 59 atoms, in Å:
C1 -2.857 -2.361 -6.131  -0.61
C2 -2.001 -2.300 -4.877  -0.21
N1 -2.298 -3.368 -3.937  -0.44
C3 -1.922 -4.679 -4.454  -0.22
C4 -1.934 -5.588 -3.231  -0.41
C5 -1.628 -4.646 -2.052  -0.40
C6 -1.594 -3.234 -2.659  -0.05
C7 -2.257 -2.158 -1.795  -0.21
N2 -1.381 -1.587 -0.789  -0.43
C8 -0.896 -0.223 -0.879  -0.19
C9 -0.360 0.093 0.533  -0.30
C10 0.944 0.869 0.474  0.69
O1 1.886 0.481 -0.185  -0.61
N3 0.973 1.990 1.257  -0.62
C11 2.040 2.912 1.379  0.07
C12 2.909 3.191 0.340  -0.17
C13 3.892 4.161 0.484  -0.27
C14 3.968 4.848 1.678  -0.06
Br1 5.279 6.198 1.895  0.05
C15 3.123 4.573 2.741  -0.32
C16 2.154 3.581 2.614  0.25
N4 1.250 3.262 3.626  -0.63
C17 1.380 3.829 4.965  -0.05
C18 2.576 3.267 5.734  -0.63
C19 0.082 3.576 5.719  -0.60
C20 -0.170 -1.289 1.177  -0.49
C21 -1.068 -2.212 0.375  0.69
O2 -1.431 -3.325 0.699  -0.62
H1 -2.659 -1.496 -6.765  0.21
H2 -2.649 -3.255 -6.719  0.20
H3 -3.915 -2.365 -5.865  0.21
H4 -0.930 -2.329 -5.153  0.16
H5 -2.167 -1.340 -4.383  0.19
H6 -2.607 -5.006 -5.234  0.20
H7 -0.906 -4.635 -4.888  0.16
H8 -2.916 -6.044 -3.109  0.21
H9 -1.207 -6.393 -3.323  0.21
H10 -2.403 -4.701 -1.290  0.22
H11 -0.691 -4.878 -1.549  0.22
H12 -0.546 -2.931 -2.841  0.16
H13 -2.605 -1.336 -2.418  0.20
H14 -3.129 -2.594 -1.300  0.22
H15 -0.094 -0.123 -1.615  0.21
H16 -1.710 0.451 -1.159  0.19
H17 -1.118 0.647 1.090  0.20
H18 0.121 2.243 1.731  0.40
H19 2.814 2.641 -0.584  0.24
H20 4.573 4.378 -0.326  0.23
H21 3.235 5.122 3.664  0.23
H22 1.046 2.271 3.664  0.38
H23 1.499 4.907 4.838  0.20
H24 2.677 3.758 6.702  0.22
H25 2.430 2.198 5.911  0.20
H26 3.508 3.393 5.185  0.22
H27 0.131 4.005 6.719  0.22
H28 -0.765 4.009 5.189  0.22
H29 -0.090 2.501 5.829  0.20
H30 0.860 -1.636 1.072  0.25
H31 -0.444 -1.326 2.229  0.23

Values from the calculation:
LUMO level   0.36 eV
SMILES   CCN1CCC[C@@H]1CN1C[C@H](C(=O)Nc2ccc(Br)cc2NC(C)C)CC1=O
Frontier orbital gap   8.6 eV
Total charge   0


Model 2:
Formula: C21H31BrN4O2
Source: the Open Molecules 2025 dataset
Level of theory: ωB97M-V with the def2-TZVPD basis set

Last column: natural (NBO) charge in e.
Positions of all 59 atoms, in Å:
C1 1.789 7.237 -2.739  -0.61
C2 1.742 5.705 -2.775  -0.21
N1 0.598 5.205 -2.007  -0.44
C3 -0.682 5.447 -2.665  -0.22
C4 -1.679 4.538 -1.953  -0.41
C5 -0.816 3.424 -1.355  -0.41
C6 0.615 3.758 -1.799  -0.04
C7 1.718 3.225 -0.853  -0.22
N2 1.716 1.767 -0.664  -0.43
C8 0.957 1.100 0.393  -0.20
C9 1.010 -0.372 -0.009  -0.30
C10 1.148 -1.246 1.254  0.69
O1 2.156 -1.144 1.948  -0.62
N3 0.133 -2.095 1.509  -0.62
C11 -0.055 -2.972 2.606  0.16
C12 0.568 -2.751 3.847  -0.20
C13 0.315 -3.590 4.929  -0.27
C14 -0.567 -4.654 4.793  -0.06
Br1 -0.920 -5.794 6.274  0.06
C15 -1.191 -4.888 3.573  -0.30
C16 -0.940 -4.068 2.464  0.15
N4 -1.541 -4.321 1.209  -0.62
C17 -2.454 -5.426 0.951  -0.04
C18 -1.697 -6.750 0.776  -0.62
C19 -3.315 -5.116 -0.277  -0.61
C20 2.214 -0.456 -0.952  -0.50
C21 2.450 0.957 -1.457  0.69
O2 3.158 1.262 -2.412  -0.63
H1 2.692 7.607 -3.224  0.21
H2 0.936 7.682 -3.250  0.20
H3 1.792 7.604 -1.712  0.21
H4 1.715 5.342 -3.805  0.17
H5 2.672 5.331 -2.345  0.20
H6 -0.948 6.500 -2.562  0.20
H7 -0.645 5.263 -3.742  0.16
H8 -2.207 5.088 -1.174  0.21
H9 -2.424 4.153 -2.650  0.21
H10 -0.912 3.383 -0.270  0.20
H11 -1.128 2.466 -1.774  0.21
H12 0.801 3.236 -2.742  0.17
H13 2.693 3.526 -1.238  0.23
H14 1.616 3.710 0.118  0.20
H15 1.513 1.305 1.312  0.21
H16 -0.060 1.481 0.481  0.21
H17 0.080 -0.638 -0.512  0.20
H18 -0.596 -2.148 0.819  0.40
H19 1.239 -1.919 4.001  0.25
H20 0.797 -3.410 5.879  0.23
H21 -1.861 -5.728 3.508  0.23
H22 -1.029 -3.991 0.407  0.38
H23 -3.140 -5.527 1.796  0.20
H24 -2.386 -7.580 0.615  0.21
H25 -1.019 -6.713 -0.077  0.21
H26 -1.098 -6.996 1.653  0.22
H27 -4.037 -5.912 -0.462  0.22
H28 -3.882 -4.194 -0.137  0.22
H29 -2.711 -5.001 -1.177  0.20
H30 3.126 -0.858 -0.506  0.26
H31 1.984 -1.041 -1.841  0.23

Values from the calculation:
LUMO level   0.25 eV
SMILES   CCN1CCC[C@@H]1CN1C[C@H](C(=O)Nc2ccc(Br)cc2NC(C)C)CC1=O
Frontier orbital gap   8.4 eV
Total charge   0


The least stable of them is model 2.


Model 1:
Formula: C3H4FN3S
Source: the Open Molecules 2025 dataset
Level of theory: ωB97M-V with the def2-TZVPD basis set

Last column: natural (NBO) charge in e.
Positions of all 12 atoms, in Å:
F1 -2.523 -0.117 -0.284  -0.37
C1 -1.637 -0.550 0.809  0.00
C2 -0.354 0.168 0.809  0.06
C3 0.654 0.379 1.876  -0.11
N1 1.884 0.669 1.386  -0.22
N2 1.877 0.470 0.089  -0.04
N3 0.504 0.053 -0.229  -0.35
S1 0.209 -0.201 -1.916  0.24
H1 -1.322 -1.688 0.539  0.19
H2 -2.243 -0.741 1.847  0.23
H3 0.710 0.023 2.973  0.23
H4 0.394 -1.649 -1.840  0.13

Values from the calculation:
LUMO level   0.11 eV
SMILES   FCc1cnnn1S
Frontier orbital gap   9.6 eV
Total charge   0


Model 2:
Formula: C3H4FN3S
Source: the Open Molecules 2025 dataset
Level of theory: ωB97M-V with the def2-TZVPD basis set

Last column: natural (NBO) charge in e.
Positions of all 12 atoms, in Å:
C1 0.955 -0.456 0.162  0.09
C2 2.992 -0.675 -0.024  0.61
C3 0.966 0.846 0.130  -0.10
N1 3.505 0.463 -0.174  -0.69
N2 0.044 -1.513 0.020  -0.87
N3 -0.098 1.771 0.094  -0.81
F1 3.622 -1.854 0.026  -0.31
S1 2.555 1.739 -0.006  0.53
H1 0.359 -2.466 -0.386  0.42
H2 -0.682 -1.531 0.708  0.39
H3 0.249 2.588 -0.398  0.37
H4 -0.809 1.356 -0.489  0.37

Values from the calculation:
LUMO level   0.61 eV
Frontier orbital gap   8.8 eV
Total charge   0


The least stable of them is model 1.


Model 1:
Formula: C4H8ClN
Source: the Open Molecules 2025 dataset
Level of theory: ωB97M-V with the def2-TZVPD basis set

Last column: natural (NBO) charge in e.
Positions of all 14 atoms, in Å:
C1 0.019 1.645 -0.158  -0.48
C2 0.816 0.397 -0.669  -0.29
C3 -0.535 0.631 -1.125  0.10
C4 1.145 -0.920 0.063  -0.60
N1 -2.140 -0.783 0.485  -0.69
Cl1 -1.186 0.907 -2.711  0.01
H1 -0.587 1.575 0.669  0.23
H2 0.318 2.586 -0.519  0.22
H3 1.584 0.825 -1.278  0.22
H4 1.104 -1.721 -0.579  0.21
H5 0.357 -1.159 0.777  0.23
H6 2.004 -0.823 0.643  0.21
H7 -3.058 -0.264 0.279  0.31
H8 -2.286 -1.642 -0.068  0.31

Values from the calculation:
LUMO level (spin up / spin down)   -0.44 / -0.21 eV
Frontier orbital gap (spin up / spin down)   8.2 / 9.8 eV
Total charge   0


Model 2:
Formula: C4H8ClN
Source: the Open Molecules 2025 dataset
Level of theory: ωB97M-V with the def2-TZVPD basis set

Last column: natural (NBO) charge in e.
Positions of all 14 atoms, in Å:
N1 -0.648 1.936 0.635  -0.83
C1 -0.933 0.919 -0.197  -0.19
C2 -0.173 -0.482 0.026  -0.07
Cl1 -0.606 -0.940 1.655  -0.10
C3 1.276 -0.801 0.063  -0.47
C4 0.488 -1.606 -0.808  -0.38
H1 0.278 2.122 0.651  0.35
H2 -1.025 2.093 1.605  0.38
H3 -2.037 0.784 -0.214  0.21
H4 -0.422 1.137 -1.197  0.17
H5 1.595 -1.314 0.937  0.25
H6 1.612 -0.093 -0.585  0.22
H7 0.137 -2.524 -0.646  0.22
H8 0.458 -1.231 -1.926  0.21

Values from the calculation:
LUMO level   0.99 eV
SMILES   NCC1(Cl)CC1
Frontier orbital gap   10.0 eV
Total charge   0


Model 3:
Formula: C4H8ClN
Source: the Open Molecules 2025 dataset
Level of theory: ωB97M-V with the def2-TZVPD basis set

Last column: natural (NBO) charge in e.
Positions of all 14 atoms, in Å:
C1 -0.775 -1.313 0.612  -0.11
C2 -0.391 2.828 0.399  -0.44
C3 0.500 -2.207 -1.470  -0.43
C4 -0.042 2.062 1.384  -0.15
N1 0.232 -1.546 -0.127  -0.55
Cl1 1.280 2.408 2.596  -0.11
H1 -1.837 -1.714 0.164  0.10
H2 -1.191 2.495 -0.293  0.22
H3 1.149 -1.090 0.218  0.38
H4 -0.062 3.777 0.060  0.22
H5 -0.345 -2.730 -1.834  0.21
H6 1.394 -2.725 -1.400  0.21
H7 0.466 -1.414 -2.155  0.21
H8 -0.377 1.167 1.846  0.25

Values from the calculation:
LUMO level   0.79 eV
Frontier orbital gap   8.9 eV
Total charge   0


The least stable of them is model 1.


Model 1:
Formula: C3H7NS2
Source: the Open Molecules 2025 dataset
Level of theory: ωB97M-V with the def2-TZVPD basis set

Last column: natural (NBO) charge in e.
Positions of all 13 atoms, in Å:
C1 1.439 1.696 0.011  -0.69
C2 0.687 0.368 -0.009  0.15
S1 1.605 -1.071 0.003  -0.19
N1 -0.667 0.399 -0.120  -0.52
C3 -1.487 1.615 0.027  -0.42
S2 -1.520 -1.112 0.025  0.12
H1 1.150 2.280 0.895  0.23
H2 2.506 1.397 0.140  0.26
H3 1.255 2.368 -0.879  0.23
H4 -0.891 2.477 -0.304  0.22
H5 -2.405 1.660 -0.596  0.23
H6 -1.756 1.727 1.068  0.21
H7 -0.383 -1.855 -0.117  0.17

Values from the calculation:
LUMO level   0.63 eV
SMILES   CC(=S)N(C)S
Frontier orbital gap   9.0 eV
Total charge   0


Model 2:
Formula: C3H7NS2
Source: the Open Molecules 2025 dataset
Level of theory: ωB97M-V with the def2-TZVPD basis set

Last column: natural (NBO) charge in e.
Positions of all 13 atoms, in Å:
C1 -0.721 0.168 -1.904  -0.44
N1 0.368 0.875 -1.286  -0.60
C2 0.674 0.643 0.017  -0.09
S1 1.715 1.343 1.082  -0.14
S2 -0.392 -0.663 0.495  0.30
C3 0.046 -0.967 2.134  -0.86
H1 -0.908 0.670 -2.822  0.22
H2 -0.567 -0.784 -2.254  0.21
H3 -1.749 0.357 -1.246  0.23
H4 1.160 1.347 -1.784  0.42
H5 -0.380 -2.060 2.362  0.25
H6 -0.458 -0.249 3.019  0.23
H7 1.213 -0.681 2.186  0.28

Values from the calculation:
LUMO level   0.66 eV
SMILES   CNC(=S)SC
Frontier orbital gap   9.1 eV
Total charge   0


Model 3:
Formula: C3H7NS2
Source: the Open Molecules 2025 dataset
Level of theory: ωB97M-V with the def2-TZVPD basis set

Last column: natural (NBO) charge in e.
Positions of all 13 atoms, in Å:
C1 2.798 -0.224 2.235  -0.07
N1 1.947 -0.289 1.321  -0.57
S1 0.992 1.034 0.908  0.41
C2 -0.409 0.245 0.021  -0.68
S2 -1.401 1.309 -1.083  0.23
C3 -2.161 -0.005 -2.042  -0.76
H1 3.427 -1.077 2.578  0.18
H2 2.945 0.683 2.773  0.14
H3 0.022 -0.513 -0.654  0.23
H4 -1.001 -0.324 0.734  0.22
H5 -2.592 0.420 -2.949  0.24
H6 -1.501 -0.831 -2.284  0.22
H7 -3.067 -0.427 -1.557  0.21

Values from the calculation:
LUMO level   0.86 eV
SMILES   C=NSCSC
Frontier orbital gap   9.6 eV
Total charge   0


Model 4:
Formula: C3H7NS2
Source: the Open Molecules 2025 dataset
Level of theory: ωB97M-V with the def2-TZVPD basis set

Last column: natural (NBO) charge in e.
Positions of all 13 atoms, in Å:
C1 0.633 2.297 -0.180  -0.65
C2 -0.013 0.941 0.128  0.26
C3 0.824 -0.056 0.876  -0.59
S1 1.792 -1.116 -0.275  -0.03
N1 -1.180 0.776 -0.292  -0.52
S2 -1.949 -0.762 0.054  0.11
H1 0.927 2.809 0.748  0.22
H2 1.589 2.121 -0.707  0.23
H3 0.017 2.946 -0.821  0.24
H4 1.624 0.330 1.535  0.25
H5 0.177 -0.726 1.486  0.24
H6 0.753 -1.605 -0.957  0.13
H7 -2.998 -0.352 -0.647  0.13

Values from the calculation:
LUMO level   0.79 eV
SMILES   C/C(CS)=N/S
Frontier orbital gap   9.8 eV
Total charge   0


The least stable of them is model 2.